1.
Computed, not measured: C20H36AuNO3P2 as an isolated structure, with ωB97M-V/def2-TZVPD.

```
63
Properties=species:S:1:pos:R:3:forces:R:3:mulliken_charge:R:1
C -1.017433 2.696668 -2.938648 0.10 -0.08 0.18 -0.802
C -1.018317 1.584489 -2.089522 0.40 0.52 -0.02 0.234
N 0.123818 1.188566 -1.519755 -0.03 0.32 0.31 0.585
C 1.282828 1.840692 -1.655647 -0.76 0.15 -0.58 0.398
C 1.341005 2.926573 -2.523217 0.14 0.10 -0.06 -0.682
C 0.188293 3.366842 -3.166106 -0.20 -0.34 -0.02 -0.639
C -2.298609 0.812973 -1.793628 -0.40 0.15 -0.29 -1.260
P -2.255002 -0.357325 -0.396500 0.43 0.50 0.64 0.709
Au 0.031400 -0.533941 0.136571 0.08 -0.66 -0.37 1.179
P 2.359609 -0.248176 -0.119584 -0.62 0.24 0.24 0.849
C 2.507838 1.414643 -0.865785 0.28 0.10 -0.15 -1.529
C -0.106114 -2.171054 1.457761 0.17 -0.48 0.87 0.123
C -0.549273 -1.887165 2.744007 -0.01 -0.85 0.62 -0.274
C -0.554108 -2.916178 3.706509 0.06 -0.14 -0.32 -0.589
C -0.117112 -4.209098 3.366147 -0.07 0.11 -0.04 -0.494
C 0.316274 -4.482691 2.058165 -0.16 0.31 0.32 -0.486
C 0.318445 -3.454654 1.108130 0.00 -0.33 0.72 -0.383
O -1.613734 -1.351137 -4.520688 0.21 1.66 -0.19 -0.633
O 1.257684 -1.484063 -3.322467 -0.62 -0.24 -0.73 -0.688
H -1.952083 3.017808 -3.395158 0.24 0.02 0.04 0.515
H 2.304507 3.396936 -2.683624 -0.14 0.18 -0.03 0.527
H 0.223829 4.210890 -3.857336 0.00 -0.21 0.27 0.407
C -3.149720 0.424425 0.943524 -0.77 0.09 0.07 -1.247
C -3.198465 -1.808752 -0.907686 -0.37 0.10 -0.14 -1.394
H 3.375698 1.417829 -1.543285 -0.13 0.20 0.22 0.609
H 2.689399 2.147315 -0.059024 -0.10 -0.23 -0.28 0.375
H -2.498440 0.138895 -2.613139 0.04 -0.20 -0.65 0.449
H -3.183991 1.469733 -1.759514 0.42 0.02 0.09 0.562
C 3.183638 -0.213849 1.467082 0.66 0.15 0.16 -1.180
C 3.295059 -1.320934 -1.201043 0.48 -0.05 -0.16 -1.362
H -0.861987 -0.877238 3.015154 0.18 -0.20 -0.13 0.365
H -0.901441 -2.695476 4.722499 0.16 -0.17 -0.35 0.369
H -0.117367 -5.009149 4.117739 -0.02 0.39 -0.31 0.341
H 0.651549 -5.487578 1.772759 -0.13 0.40 0.20 0.363
H 0.668395 -3.682439 0.104735 -0.09 0.15 0.03 0.346
H -0.156006 -1.972195 -0.725853 0.15 -0.29 -1.48 -0.289
H 1.221078 -2.197875 -3.975149 0.11 0.16 0.02 0.298
H -0.794501 -0.901450 -4.217607 -0.25 -0.67 -0.03 0.330
H -2.054225 -0.592779 -4.967926 0.14 -0.96 0.24 0.335
H 0.620498 -1.776958 -2.647157 -0.01 0.06 0.51 0.140
H -4.155057 0.675244 0.590309 -0.08 0.09 0.27 0.522
H -3.215215 -0.269796 1.788304 0.03 0.11 -0.13 0.340
H -2.620782 1.320434 1.279247 0.04 -0.25 -0.11 0.104
H -4.263105 -1.536484 -0.969010 0.21 -0.25 -0.02 0.443
H -2.846400 -2.151199 -1.892185 -0.04 0.04 0.37 0.378
H -3.055318 -2.598509 -0.155748 -0.01 0.21 -0.26 0.333
H 4.328353 -0.961178 -1.265606 0.00 -0.24 0.00 0.443
H 3.258115 -2.335517 -0.793340 0.10 0.08 -0.08 0.381
H 2.825597 -1.322109 -2.193519 0.26 0.00 0.43 0.422
H 4.238188 0.049423 1.328048 -0.04 -0.02 0.27 0.433
H 2.682418 0.500212 2.130293 0.01 -0.18 -0.18 0.208
H 3.110586 -1.216082 1.904004 -0.02 0.17 -0.04 0.346
C -0.438056 3.290669 1.408583 -0.09 0.48 -0.11 -1.104
C 0.339984 2.253052 2.185962 0.10 -0.71 0.30 0.588
C 0.207380 2.425305 3.716894 0.01 0.17 -0.12 -1.656
O -0.020847 0.971458 1.834625 -0.23 0.01 0.38 -0.306
H -1.514801 3.105717 1.440133 0.03 -0.03 0.17 0.184
H -0.134244 3.265265 0.363471 -0.02 0.00 -0.19 0.124
H -0.248431 4.297105 1.785535 -0.03 0.14 -0.02 0.458
H 1.412591 2.424301 1.958848 0.21 0.25 0.01 -0.177
H -0.814134 2.178570 4.055835 0.33 0.08 -0.20 0.330
H 0.914463 1.753383 4.223191 -0.25 0.08 -0.12 0.346
H 0.445824 3.457629 4.020421 -0.09 -0.22 -0.02 0.385
```
Positions in Å, forces in eV/Å.

## Properties
⟨S²⟩: 2.0113
Calculated total energy (eV): -51222.7635
Total charge: 0
Spin multiplicity: 3

---

2.
Computed, not measured: a 6-piece molecular cluster, C4H22NO6 overall, with ωB97M-V/def2-TZVPD.

```
33
Properties=species:S:1:pos:R:3:forces:R:3:mulliken_charge:R:1
O -1.563018 1.618652 0.924981 -0.08 -0.07 -0.21 -0.118
C -1.394730 1.877778 -0.474399 0.27 0.65 1.09 -0.264
C -0.915478 0.486382 -0.934209 0.29 -1.55 0.78 -0.044
N 0.462117 0.140949 -0.486885 0.67 0.20 -0.78 0.280
C 1.455386 0.138782 -1.642813 -0.42 -0.50 -0.14 -0.479
C 1.130681 -0.947831 -2.650392 -0.99 -0.59 0.49 -1.195
H -2.454199 1.223371 1.139219 0.00 -0.01 -0.13 0.455
H -2.356191 2.225901 -0.836977 -0.09 -0.29 -0.71 0.394
H -0.589880 2.608530 -0.519131 -0.06 0.08 -0.20 0.217
H -1.522073 -0.245402 -0.413546 -0.59 -0.04 -0.48 -0.138
H -1.020124 0.247799 -1.994790 -0.26 0.73 -0.11 0.427
H 0.447059 -0.797784 -0.045812 0.39 0.16 0.23 0.208
H 0.863934 0.811123 0.177320 -0.17 -0.01 0.35 0.237
H 1.355581 1.137397 -2.025843 0.28 0.39 -0.47 0.474
H 2.456650 0.006545 -1.258221 0.06 0.05 0.47 0.473
H 1.998232 -1.502450 -2.970603 0.41 0.45 -0.62 0.348
H 0.546041 -1.763672 -2.217023 -0.08 0.09 0.54 0.291
H 0.478371 -0.597750 -3.441706 0.48 0.12 -0.57 0.425
H -2.202795 -1.656296 0.402550 -0.42 -0.53 0.15 0.369
H -3.548219 -1.987644 -0.138309 -0.36 0.20 0.10 0.333
O -3.093206 -1.270843 0.325278 0.67 0.16 -0.03 -0.666
H 2.888081 2.688217 -0.097180 -0.07 -0.05 0.04 0.304
H 1.615515 3.511756 0.043143 0.16 0.09 0.11 0.304
O 1.946597 2.607893 0.114693 -0.10 0.05 -0.02 -0.579
H 2.043853 -1.608353 1.831120 0.08 -0.32 -0.24 0.316
H 0.712106 -1.063063 2.146513 0.02 -0.09 -0.04 0.352
O 1.132851 -1.657144 1.508353 -0.15 -0.01 0.17 -0.707
H 0.920856 0.932970 3.506611 0.20 -0.08 -0.07 0.296
H 1.794505 1.585807 2.438301 -0.04 -0.35 0.04 0.289
O 1.331333 0.755389 2.645632 -0.27 0.84 0.18 -0.585
H -0.886250 -3.849995 -0.699590 0.05 -0.20 0.22 0.296
H -0.413934 -3.225580 0.671398 0.20 -0.42 -0.18 0.309
O -0.846184 -3.046494 -0.172778 -0.06 0.85 0.04 -0.622
```
Positions in Å, forces in eV/Å.

## Properties
⟨S²⟩: 0.7541
Calculated total energy (eV): -18260.5047
Total charge: +2
Spin multiplicity: 2

---

3.
Computed, not measured: one molecule with the formula C18H14N4, with ωB97M-V/def2-TZVPD.

```
36
Properties=species:S:1:pos:R:3:forces:R:3:mulliken_charge:R:1
N 2.702425 -0.655689 2.710292 0.27 0.53 0.24 -0.643
N 1.000053 0.020047 -5.020097 -1.98 1.49 -0.53 -0.653
C 0.461150 0.023662 -0.775789 1.04 -0.05 -0.48 -0.004
C -0.724283 0.200672 -0.160341 -1.64 -0.05 -0.57 -0.309
C -0.028168 0.697368 -4.458540 0.91 -0.72 1.86 -0.450
C 3.432266 -0.561041 1.582281 -1.54 0.23 -0.78 -0.592
C 1.407136 -0.384558 2.680867 -0.42 -0.19 -0.73 -0.441
C 1.795808 -0.683127 -4.242438 -1.47 0.52 0.62 0.339
C -3.922925 0.747891 3.745966 -1.12 -0.96 -0.04 -0.280
C -2.785561 1.528757 3.845233 0.25 -0.28 -0.12 -0.771
C -3.984944 -0.299875 2.816235 1.64 0.92 -0.16 -0.734
C -0.186156 0.709519 -3.056497 -0.29 0.65 -0.99 -0.718
C 1.666350 -0.766019 -2.859776 -0.51 0.63 0.62 -0.506
C 2.796244 -0.295700 0.355118 1.34 -0.76 0.93 -0.236
C -1.676287 1.297766 3.034321 0.15 0.25 -0.67 -0.045
C -2.864739 -0.512196 1.977226 -0.50 0.36 0.30 -0.063
C 0.691349 0.004563 -2.227168 -0.21 -0.31 -0.54 0.312
C 1.427491 -0.153209 0.276680 -0.66 -0.21 0.18 0.564
C -1.713865 0.301020 2.037671 -1.89 0.15 2.66 -0.195
C 0.709475 -0.158877 1.472067 0.66 0.39 1.68 -0.110
N 2.690754 -1.413329 -4.912283 1.20 -1.28 0.66 -0.468
N -0.627743 0.112928 1.214371 1.17 -0.40 -2.03 0.383
H -1.702018 0.333198 -0.664688 0.74 -0.04 0.70 0.471
H -0.750873 1.256831 -5.054227 0.48 -0.26 -0.26 0.341
H 4.512351 -0.700636 1.671543 -0.41 -0.02 -0.11 0.361
H 0.880504 -0.382568 3.621306 -0.10 -0.09 0.25 0.446
H -4.815605 0.871578 4.396307 0.91 0.25 -0.40 0.317
H -2.765443 2.314017 4.572887 0.14 0.34 0.24 0.379
H -4.864188 -0.921539 2.764774 0.02 -0.13 -0.15 0.392
H -0.971992 1.311205 -2.597802 0.17 -0.11 -0.26 0.379
H 2.272298 -1.461063 -2.320497 0.38 -0.21 0.37 0.578
H 3.368434 -0.315224 -0.533328 0.62 0.19 -0.80 0.572
H -0.793378 1.959522 3.082398 -0.53 -0.48 0.09 0.413
H -2.923273 -1.312346 1.262496 0.19 -0.24 -0.28 0.456
H 2.764526 -1.127777 -5.849369 0.45 0.18 -1.20 0.286
H 3.522827 -1.585771 -4.387199 0.56 -0.29 -0.30 0.230
```
Positions in Å, forces in eV/Å.

## Properties
Calculated total energy (eV): -24853.7547
Total charge: 0
Structure (SMILES): Nc1cc(-c2cn(-c3ccccc3)c3cnccc23)ccn1

---

4.
Computed, not measured: an isolated ion of composition C8H6ClF3NO2 and charge -1, with ωB97M-V/def2-TZVPD.

```
21
Properties=species:S:1:pos:R:3:forces:R:3:mulliken_charge:R:1
C 1.460816 2.163380 -0.832133 -0.04 0.26 0.00 -0.761
C 0.449034 2.198587 0.078076 -0.11 0.10 0.17 0.107
C 1.152589 -0.294103 -1.072211 -0.07 0.03 -0.04 0.987
C 0.080622 -0.099777 -0.188434 -1.62 -3.18 1.51 -0.233
C 1.867489 0.964507 -1.500502 0.42 -0.04 -0.31 0.272
C -1.309929 1.195849 1.391827 -0.24 -0.02 0.08 -1.067
C -0.663569 -1.437943 0.493973 1.73 3.05 -1.48 -0.380
C -0.633630 -2.688837 -0.351363 -0.46 -1.07 -0.59 0.585
N -0.246068 1.104139 0.426107 0.22 0.42 -0.05 0.163
O 1.493035 -1.411750 -1.496507 0.25 0.06 -0.09 -0.857
O 2.779703 0.944645 -2.333542 -0.19 -0.05 0.13 -0.722
F -0.951285 -2.476339 -1.630388 0.03 0.32 0.02 -0.252
F 0.448813 -3.446039 -0.280310 0.13 0.11 0.10 -0.218
F -1.645835 -3.522821 0.089830 -0.17 0.13 0.35 -0.333
Cl 0.059123 -1.864226 2.093768 -0.02 0.00 0.19 -0.227
H 1.987727 3.077864 -1.072997 -0.01 0.00 0.00 0.344
H 0.154383 3.120700 0.565821 -0.03 -0.05 0.00 0.221
H -1.386488 2.224292 1.744651 0.04 -0.07 -0.05 0.317
H -2.272683 0.913555 0.948780 0.05 0.05 0.04 0.310
H -1.111964 0.544326 2.245580 -0.08 0.05 0.00 0.310
H -1.711884 -1.210011 0.679977 0.16 -0.12 0.01 0.437
```
Positions in Å, forces in eV/Å.

## Properties
Calculated total energy (eV): -34654.2124
Total charge: -1
Structure (SMILES): Cn1ccc(=O)c([O-])c1[C@H](Cl)C(F)(F)F

---

5.
Computed, not measured: a 2-piece molecular cluster, C4H5F3O overall, with ωB97M-V/def2-TZVPD.

```
13
Properties=species:S:1:pos:R:3:forces:R:3:mulliken_charge:R:1
C 1.283635 -0.435146 0.567462 -0.33 -0.53 -0.70 -1.038
C 1.898746 -0.344866 -0.608013 0.63 0.56 -0.34 0.282
C -1.712921 0.560537 -0.314297 0.15 -1.24 0.41 0.055
C -2.398172 -0.262021 0.483535 0.15 1.82 -0.69 0.413
O 2.820736 0.633138 -0.995163 -1.50 -2.99 -2.33 -0.475
F -2.292349 1.707320 -0.771150 0.81 -0.86 0.34 -0.250
F -1.970746 -1.394831 0.946491 0.75 -0.96 0.18 -0.193
F -3.567864 0.004210 0.989180 -0.97 0.21 0.09 -0.226
H 0.612691 -1.258691 0.788909 0.14 -0.01 -0.32 0.371
H 1.261177 0.337266 1.291676 0.54 0.65 0.67 0.270
H 1.682432 -1.063510 -1.440227 0.67 0.77 0.89 0.305
H -0.670173 0.221043 -0.537392 -1.15 1.14 -0.39 0.206
H 3.052807 1.295555 -0.401011 0.11 1.44 2.19 0.280
```
Positions in Å, forces in eV/Å.

## Properties
Calculated total energy (eV): -14426.3196
Total charge: 0
Structure (SMILES): FC=C(F)F.C=CO